No. 1
Density functional theory data (wB97M-V/def2-TZVPD) for a structure of composition C3H3Br2O2 at a distorted geometry.

The geometry in XYZ format:
```
10
Properties=species:S:1:pos:R:3:forces:R:3:mulliken_charge:R:1
C 1.361 0.182 -0.892 -2.5422 -0.3452 0.3599 0.6222
C -0.577 0.230 1.043 -0.1086 0.1054 0.1708 -1.2789
C -0.316 -0.237 -0.371 1.4189 -0.4673 -0.2040 0.2430
O 1.579 1.337 -0.617 0.4467 1.4040 0.3365 -0.6320
O 1.924 -0.758 -1.381 1.0054 -0.7695 -0.6267 -0.6020
Br -0.357 -2.206 -0.419 -0.3312 -0.1720 0.2059 -0.1719
Br -1.738 0.377 -1.565 0.0744 0.2010 -0.0503 -0.1996
H -0.977 1.245 1.038 0.1180 -0.0055 -0.0289 0.3270
H -1.272 -0.420 1.581 -0.0387 0.1019 -0.1314 0.3707
H 0.373 0.249 1.583 -0.0427 -0.0529 -0.0318 0.3215
```
Positions in Å, forces in eV/Å.

Results
- ΔE to the lowest compared entry with this formula, charge and spin: 0.0 kJ/mol
- 2S+1: 1
- Net charge: -1
- Maximum force: 2.591 eV/A
- LUMO: 3.304 eV
- HOMO level: -4.4 eV

---

No. 2
Density functional theory data (wB97M-V/def2-TZVPD) for a structure of composition C33H49AsFN7O3RuSSi2 at a distorted geometry.

The geometry in XYZ format:
```
98
Properties=species:S:1:pos:R:3:forces:R:3:mulliken_charge:R:1
Ru -2.537 0.440 1.563 0.3593 1.3963 -0.2491 -0.6487
C 2.247 -2.992 3.324 -0.1157 0.0171 0.2027 -0.7001
C 1.080 -3.143 4.296 0.2851 0.1301 -0.0323 -0.5210
N -0.161 -3.388 3.599 0.0500 -0.8798 0.2031 -0.2109
C -0.945 -2.400 3.135 -0.9144 0.8383 -0.5657 0.3020
S -2.501 -3.100 2.522 0.3585 -0.3054 0.5505 -0.4699
N -0.549 -1.194 3.243 0.9489 -1.0258 0.3455 -0.4427
N -1.172 -0.059 2.967 -1.7977 -0.3558 -0.9081 0.1234
C -0.469 1.063 3.234 0.5222 1.3491 0.3258 0.4687
C 0.942 1.012 3.725 -0.0845 -0.0377 -0.0386 -1.5715
C -1.101 2.312 3.010 0.7882 -0.5486 0.4770 0.9435
C -0.511 3.558 3.315 -0.1088 0.2108 -0.0323 -0.6764
C -1.216 4.713 3.089 0.1967 -0.3124 -0.0455 -0.5385
C -2.503 4.634 2.544 -0.3703 -0.2907 -0.0827 -0.7324
C -3.022 3.389 2.241 -0.4579 0.9056 -0.0338 -0.2088
N -2.353 2.267 2.469 0.2825 -0.2123 -0.0562 0.0822
H 3.178 -2.851 3.865 0.1608 0.0111 0.0613 0.3631
H 2.090 -2.133 2.678 -0.0399 0.1433 -0.0983 -0.0958
H 2.334 -3.876 2.701 0.0668 -0.1380 -0.0773 0.3696
H 0.954 -2.230 4.883 0.0500 -0.1653 0.0473 0.2663
H 1.260 -3.976 4.979 -0.0555 0.0748 -0.0314 0.4299
H -0.457 -4.338 3.446 0.0348 0.1103 -0.0150 0.1944
H 1.262 -0.016 3.864 -0.0078 0.0801 0.0321 0.0992
H 1.052 1.554 4.663 0.0469 0.0138 0.0779 0.4737
H 1.592 1.487 2.987 0.1370 0.0655 0.0074 0.3482
H 0.482 3.584 3.729 0.1229 0.0348 0.0678 0.4194
H -0.779 5.674 3.316 0.0244 0.0508 0.0547 0.4512
H -3.088 5.518 2.357 -0.0924 0.0618 -0.0363 0.4646
H -4.012 3.287 1.809 0.1306 -0.0044 -0.0734 0.4764
F 3.829 -1.197 -0.080 0.0046 0.1913 -0.1702 -0.3603
C 3.118 -0.213 -0.683 -0.4834 -0.2670 0.5351 0.2599
C 1.824 -0.041 -0.263 0.1471 0.3007 -0.3618 -0.4421
C 1.001 0.913 -0.872 0.6416 -0.1246 -0.1294 1.2123
C -0.398 0.945 -0.530 -0.6107 -0.3551 -0.0355 0.8986
O -0.858 -0.012 0.173 0.1886 1.0494 -0.0386 -0.3246
C -1.154 2.021 -1.084 -0.3108 -0.2146 0.5332 -0.0366
C -0.555 2.857 -1.986 0.3221 -0.2379 -0.0244 -0.4485
N 0.729 2.735 -2.405 -0.5296 0.2484 0.2915 0.4216
C 1.227 3.537 -3.489 0.2973 0.2783 -0.4664 -0.3622
C 0.856 4.981 -3.617 0.0161 -0.0215 0.0374 -1.0118
C 2.253 4.609 -3.223 -0.0105 0.0566 -0.0218 -0.4290
C 1.543 1.767 -1.854 -0.1955 -0.4724 0.4923 -0.6749
C 2.871 1.592 -2.235 0.3819 -0.4077 0.1809 -0.4059
C 3.671 0.576 -1.693 -0.3732 0.7047 -0.4167 -1.4908
N 4.983 0.442 -2.189 -0.0721 -0.0145 0.1083 0.1248
C 5.148 0.327 -3.627 0.0280 -0.0736 -0.2003 -0.6226
C 6.441 1.068 -4.005 -0.6487 -0.0507 -0.5983 -0.7817
N 7.340 1.028 -2.820 0.3746 0.3920 0.1564 -0.1008
C 7.290 -0.301 -2.163 -0.0625 -0.6866 0.3808 -0.8001
C 5.909 -0.447 -1.505 0.0254 -0.1750 0.2540 -0.7005
C -2.624 2.306 -0.742 0.5723 0.8836 -0.6985 0.1844
O -3.094 3.356 -1.133 0.0376 -0.0919 -0.0409 -0.7251
O -3.274 1.405 -0.103 -0.3244 -0.9736 0.7760 -0.5913
H 1.414 -0.650 0.526 -0.0467 -0.2228 0.0679 0.7755
H -1.146 3.653 -2.420 0.0378 0.0011 -0.0593 0.7400
H 1.335 2.962 -4.406 -0.0343 0.1018 0.0501 0.4703
H 0.230 5.426 -2.860 -0.0508 -0.0093 0.1244 0.3263
H 0.687 5.371 -4.609 -0.0358 -0.0895 -0.0668 0.2685
H 2.540 4.800 -2.199 -0.0603 -0.0863 0.0901 0.2270
H 3.048 4.751 -3.941 -0.0383 -0.0594 -0.0482 0.3248
H 3.314 2.261 -2.952 0.0125 0.0671 -0.1011 1.0362
H 4.297 0.759 -4.149 0.1425 -0.0104 -0.0081 0.5110
H 5.209 -0.729 -3.926 -0.0239 0.0791 -0.0025 0.3051
H 6.245 2.110 -4.257 0.1217 -0.0328 0.1196 0.4461
H 6.921 0.588 -4.858 0.2036 0.0414 0.1438 0.3618
H 6.971 1.703 -2.138 0.2078 -0.0010 -0.1801 0.3883
H 8.298 1.293 -3.070 -0.1752 0.0083 0.0695 0.3447
H 8.078 -0.388 -1.416 0.0289 0.1405 -0.1342 0.3959
H 7.453 -1.069 -2.919 0.0697 0.1790 -0.0806 0.3496
H 5.951 -0.157 -0.454 0.0703 -0.0963 -0.1047 0.5079
H 5.603 -1.499 -1.559 0.1417 0.1321 0.0225 0.4331
C -0.703 -2.345 -1.581 -0.7057 0.2950 0.4193 -0.9289
Si -2.578 -2.362 -1.155 -0.2354 -0.4078 0.0011 0.5830
C -3.078 -4.212 -1.098 0.0655 0.9384 -0.0372 -1.0094
C -3.612 -1.131 -2.181 0.3974 -0.4799 0.3676 -0.9215
As -3.453 -1.685 1.124 -0.2296 -1.7324 -0.8154 0.6885
Si -5.670 -2.782 1.484 -0.5365 0.0326 0.0636 0.4996
C -5.373 -4.610 1.966 0.2039 0.9060 -0.1398 -1.1173
C -6.436 -1.756 2.903 0.5013 -0.3037 -0.6499 -1.1281
C -6.605 -2.610 -0.172 0.5742 0.0548 0.7125 -1.0576
H -0.494 -3.093 -2.341 -0.1936 -0.2223 -0.0801 0.5302
H -0.090 -2.572 -0.712 0.0060 -0.0704 0.1436 0.2654
H -0.375 -1.386 -1.970 -0.0734 0.1378 -0.0219 0.1652
H -2.861 -4.703 -2.038 0.0721 -0.0925 -0.2920 0.4750
H -4.131 -4.353 -0.880 -0.1891 0.0138 -0.0115 0.1456
H -2.511 -4.721 -0.320 0.1383 0.0380 0.1052 0.3110
H -3.255 -1.026 -3.201 0.1112 -0.1061 -0.1679 0.4146
H -3.573 -0.147 -1.711 0.0599 -0.0353 0.0327 0.0366
H -4.658 -1.423 -2.220 -0.1180 -0.1292 0.0135 0.3554
H -5.090 -4.698 3.011 0.0198 0.0831 0.1354 0.3452
H -4.583 -5.069 1.378 0.0495 -0.0449 -0.1366 0.3362
H -6.280 -5.191 1.821 -0.2545 0.0381 -0.1159 0.4307
H -5.784 -1.747 3.776 0.0807 -0.0533 -0.0006 0.3286
H -7.395 -2.162 3.212 -0.1346 -0.1672 -0.0446 0.3966
H -6.598 -0.724 2.592 0.0101 0.0428 -0.0693 0.3004
H -6.157 -3.197 -0.968 0.1141 -0.0928 -0.0445 0.3152
H -6.646 -1.572 -0.494 -0.0020 0.1556 -0.0077 0.3296
H -7.625 -2.957 -0.049 -0.2391 -0.0962 0.1178 0.4466
```
Positions in Å, forces in eV/Å.

Results
- ⟨S²⟩: 6.033
- ΔE to the lowest compared entry with this formula, charge and spin: 146.0 kJ/mol
- 2S+1: 5
- Net charge: +2
- Maximum force: 2.045 eV/A
- LUMO (spin up / spin down): -4.984 / -5.515 eV
- HOMO level (spin up / spin down): -9.6 / -11.8 eV

---

No. 3
Density functional theory data (wB97M-V/def2-TZVPD) for a cluster of 3 separate species, C23H42N6O3P in total at a distorted geometry.

The geometry in XYZ format:
```
75
Properties=species:S:1:pos:R:3:forces:R:3:mulliken_charge:R:1
N -0.074 -1.542 -1.473 -0.4256 0.1554 -0.0358 -0.4104
C -0.129 -0.495 -1.004 0.8101 0.2209 0.0139 0.5745
O 0.021 0.712 -0.466 -0.2169 -0.4445 0.4171 -0.3051
C -0.528 0.799 0.798 -1.5269 -0.1395 -0.7102 0.2787
C -1.922 0.809 0.987 0.4257 0.2127 1.3368 -0.2068
C -2.302 0.984 2.313 0.8193 -0.0993 -0.9679 -0.0504
C -1.284 1.114 3.283 -0.5335 0.0740 0.9353 -0.3159
N 0.013 1.062 3.081 -1.0250 0.0362 -0.8155 -0.9880
N 0.320 0.899 1.794 1.2986 0.4551 0.1222 0.9322
P 2.112 0.807 1.419 2.3111 -1.6282 -1.0038 0.1599
N 2.470 -0.500 0.659 -0.4812 0.7899 0.2545 -0.5157
H -2.630 0.699 0.179 0.0778 -0.0832 -0.0883 0.4476
H -3.337 1.021 2.618 -0.0569 -0.0424 -0.0989 0.3295
H -1.585 1.274 4.312 0.1843 -0.0655 0.0278 0.4931
H 2.349 1.983 0.671 -0.6308 0.0351 0.3670 0.1553
H 2.806 0.841 2.648 -0.8486 0.7990 0.1618 0.1429
H 3.144 -1.053 1.173 -0.2141 -0.3432 -0.0012 0.2481
C -5.111 -2.305 4.579 0.1782 -0.0855 0.0779 -1.7339
C -5.316 -1.992 3.075 -0.6123 0.0925 1.7040 1.6319
C -6.152 -3.096 2.417 0.1372 -0.2659 -0.4513 -1.2965
C -5.388 -4.400 2.206 0.0371 0.0502 0.0610 -0.5359
C -4.081 -4.148 1.461 -0.5530 0.0548 -0.1471 -1.2636
C -3.212 -3.077 2.123 1.2591 -0.8598 0.8483 1.5755
N -3.992 -1.831 2.399 -1.2610 -0.3422 -2.1705 0.9344
O -4.152 -1.148 1.298 0.6526 0.3307 0.5864 -0.6093
C -2.605 -3.633 3.426 -0.1949 0.0125 0.2163 -1.7890
C -2.020 -2.776 1.224 -0.1143 0.4430 -0.3517 -2.0176
C -6.109 -0.686 3.024 0.1884 0.2475 -0.4895 -1.9357
H -5.860 -1.803 5.188 -0.1063 0.0098 -0.1348 0.4749
H -5.192 -3.367 4.806 0.0914 0.0074 -0.0296 0.3346
H -4.142 -1.953 4.934 0.0015 -0.0177 -0.0354 0.2809
H -6.514 -2.744 1.446 0.0888 0.0985 0.0084 0.4182
H -7.038 -3.281 3.026 0.0336 0.1303 0.0987 0.3642
H -5.196 -4.893 3.163 0.0190 0.0177 0.0006 0.3018
H -6.007 -5.090 1.630 0.0041 -0.0082 0.0260 0.4149
H -3.514 -5.077 1.386 0.1450 0.0770 0.0497 0.4180
H -4.313 -3.846 0.435 0.0418 0.1255 0.0363 0.3681
H -2.058 -2.856 3.965 -0.0147 0.0091 -0.0116 0.3224
H -1.900 -4.431 3.196 -0.0022 0.0403 -0.1464 0.4622
H -3.339 -4.062 4.103 0.0000 0.0706 -0.0111 0.3395
H -2.323 -2.482 0.222 -0.0476 0.0908 -0.0080 0.4337
H -1.396 -3.661 1.119 -0.0451 -0.0608 0.1161 0.4786
H -1.399 -1.981 1.648 0.0226 -0.0343 0.0447 0.3224
H -5.540 0.140 3.460 -0.0159 -0.0137 0.0397 0.4216
H -7.028 -0.796 3.596 0.0571 -0.1136 0.0967 0.5453
H -6.395 -0.410 2.010 0.1346 -0.0125 0.0014 0.3425
C 3.370 3.876 -4.678 -0.0678 -0.1654 -0.1275 -1.7549
C 4.095 3.763 -3.313 -0.6651 1.0029 -1.3005 1.8565
C 5.613 3.825 -3.517 0.3442 -0.3519 0.1737 -1.2848
C 6.205 2.552 -4.114 -0.0663 0.0073 0.0040 -0.5021
C 5.782 1.327 -3.308 0.3042 0.4663 0.1241 -1.2917
C 4.266 1.225 -3.127 -0.5340 -1.2955 -1.1181 1.6666
N 3.686 2.507 -2.619 2.0640 0.2409 1.4475 0.5656
O 3.927 2.626 -1.344 -0.8894 -0.2278 -0.0659 -0.6304
C 3.616 0.829 -4.467 -0.0408 0.2479 -0.1960 -1.7355
C 3.943 0.074 -2.177 0.0162 0.2693 0.4316 -1.6581
C 3.662 4.989 -2.509 -0.0277 -0.1422 0.5242 -1.9739
H 3.084 4.906 -4.885 0.1204 0.0569 0.1081 0.4776
H 3.990 3.556 -5.515 -0.0314 -0.0822 0.0338 0.3265
H 2.449 3.294 -4.692 0.0316 -0.0206 0.0280 0.3114
H 6.098 4.015 -2.554 -0.1171 -0.0332 0.0605 0.4022
H 5.852 4.679 -4.154 -0.1509 0.0517 0.0034 0.3481
H 5.908 2.443 -5.161 -0.0273 -0.0094 0.0146 0.3081
H 7.294 2.627 -4.116 -0.0123 0.0034 -0.0285 0.3952
H 6.151 0.421 -3.792 -0.1518 -0.0761 0.0141 0.3976
H 6.264 1.369 -2.325 -0.1210 0.0340 0.0526 0.3566
H 2.528 0.844 -4.391 0.0071 0.0114 0.0208 0.3180
H 3.913 -0.183 -4.739 0.0529 -0.0216 0.1424 0.4538
H 3.907 1.465 -5.300 -0.0411 0.0284 0.0496 0.3353
H 4.443 0.178 -1.217 -0.0744 0.1193 0.0127 0.3367
H 4.272 -0.873 -2.602 0.0106 0.0831 -0.1998 0.4945
H 2.870 0.003 -1.996 0.0135 -0.0018 0.0184 0.2274
H 2.588 4.974 -2.314 0.0040 -0.0179 -0.0183 0.4420
H 3.889 5.892 -3.073 0.0139 -0.0772 -0.1460 0.4800
H 4.184 5.068 -1.556 -0.0568 -0.1265 -0.0034 0.3579
```
Positions in Å, forces in eV/Å.

Results
- ⟨S²⟩: 2.009
- 2S+1: 3
- Net charge: +1
- Maximum force: 3.000 eV/A
- LUMO (spin up / spin down): -5.055 / -5.056 eV
- HOMO level (spin up / spin down): -10.6 / -11.5 eV

---

No. 4
Density functional theory data (wB97M-V/def2-TZVPD) for a cluster of 2 separate species, C7H13N2 in total at a distorted geometry.

The geometry in XYZ format:
```
22
Properties=species:S:1:pos:R:3:forces:R:3:mulliken_charge:R:1
C 2.992 0.614 -0.292 1.3472 1.3910 1.2328 -0.3177
C 2.936 -0.684 0.160 1.7912 0.6373 -0.4489 -0.3178
C 0.883 0.075 0.192 -3.4428 -1.7447 -0.1584 -0.0546
C -1.584 1.317 0.502 -0.4360 1.8209 -3.9302 -1.4975
C -1.635 -1.112 0.915 -0.7441 -0.5871 -2.3786 -1.3904
C -1.388 -0.168 -1.465 0.9536 -3.7027 0.8422 -1.5225
C -1.193 -0.007 0.002 2.6642 0.2687 0.8991 1.3374
N 1.685 1.081 -0.156 0.1722 -3.7793 0.4274 0.0318
N 1.636 -1.060 0.364 0.1139 3.2851 -0.1599 -0.0106
H 3.825 1.431 -0.397 -1.5477 -2.3278 -0.0034 0.3200
H 3.749 -1.333 0.453 -0.0304 0.0396 -0.3837 0.4072
H -1.343 1.563 1.460 0.8284 0.2350 2.8286 0.4577
H -0.988 2.093 -0.187 -2.1275 -1.0976 1.3088 0.2559
H -2.726 1.322 0.446 1.4247 0.6025 -0.3953 0.4415
H -2.340 -1.769 0.360 0.0995 0.5260 0.3707 0.4038
H -0.855 -1.780 1.152 0.9687 -0.6531 0.7441 0.3212
H -2.114 -0.666 1.733 -0.4794 0.0805 1.4917 0.3441
H -0.672 0.314 -2.019 1.5736 1.5800 -1.2849 0.4153
H -1.205 -1.253 -1.692 -0.3086 0.7926 -0.0141 0.4203
H -2.335 0.061 -1.850 -1.6016 0.5518 -0.0537 0.4460
H 1.263 1.845 -0.554 -0.6327 2.5374 -0.9693 0.2513
H 1.409 -1.885 0.874 -0.5865 -0.4563 0.0351 0.2577
```
Positions in Å, forces in eV/Å.

Results
- ΔE to the lowest compared entry with this formula, charge and spin: 263.4 kJ/mol
- 2S+1: 1
- Net charge: +1
- Maximum force: 4.353 eV/A
- LUMO: -3.124 eV
- HOMO level: -13.8 eV